1.
Computed, not measured: a single C3H5NOS molecule in a non-equilibrium geometry, with ωB97M-V with the def2-TZVPD basis set.

Last column: natural (NBO) charge in e.
Atoms and positions in Å:
1 H -1.124 2.121 0.004  0.17
2 H 3.183 0.052 0.668  0.08
3 C 0.224 -0.929 -0.134  0.09
4 O 1.588 -0.534 -0.279  -0.47
5 H -0.083 -1.334 -1.063  0.21
6 N -0.537 0.316 -0.032  -0.37
7 C -0.279 1.458 0.162  0.03
8 H -2.583 0.889 -0.713  0.12
9 S -2.467 -0.337 -0.132  -0.15
10 C 2.089 -0.163 0.856  0.09
11 H -0.012 -1.539 0.662  0.21

Its spin multiplicity is 1. As for the relative energy (zero: lowest compared OMol25 entry of this formula, charge and spin): 173.21 kcal/mol. The calculation puts the LUMO energy at -0.52 eV. The calculation puts the max |F| at 5.0 eV/A.

---

2.
Computed, not measured: 4 unconnected molecules or ions with the total composition C4H14O3 in a non-equilibrium geometry, with ωB97M-V with the def2-TZVPD basis set.

Last column: natural (NBO) charge in e.
Atoms and positions in Å:
1 H 2.918 4.871 0.827  0.47
2 C 1.650 -1.293 -1.680  -0.43
3 H -2.182 -0.068 -1.502  0.21
4 H -1.004 -2.171 5.353  0.47
5 O -0.131 -1.787 5.356  -0.95
6 H 2.809 3.804 -0.286  0.47
7 O 2.351 4.166 0.483  -0.94
8 C -1.297 -0.581 -1.125  -0.61
9 O -2.213 3.009 0.984  -0.93
10 H 0.584 -3.000 -0.920  0.19
11 H -0.469 0.077 -0.874  0.22
12 H -2.277 2.116 0.599  0.46
13 H 1.733 -0.739 -2.616  0.19
14 H -1.578 -1.021 -0.163  0.20
15 H 0.149 -1.552 4.481  0.47
16 C -0.818 -1.734 -2.028  -0.44
17 H -1.271 3.187 0.811  0.47
18 H -0.683 -1.331 -3.039  0.20
19 C 0.590 -2.082 -1.505  -0.15
20 H 2.540 -1.223 -1.067  0.20
21 H -1.402 -2.647 -2.089  0.21

Its spin multiplicity is 1. As for the relative energy (zero: lowest compared OMol25 entry of this formula, charge and spin): 46.60 kcal/mol. The calculation puts the LUMO energy at 0.47 eV. The calculation puts the max |F| at 2.4 eV/A. The SMILES is C=CCC.O.O.O.

---

3.
Computed, not measured: a molecular structure, C20H19BN9Tl, with ωB97M-V with the def2-TZVPD basis set.

Last column: natural (NBO) charge in e.
Atoms and positions in Å:
1 H 1.473 1.219 5.239  0.22
2 H -2.483 1.528 1.484  0.21
3 N 4.169 2.269 0.505  -0.46
4 C -2.664 0.475 1.383  -0.04
5 H 1.538 2.893 0.671  0.20
6 N -1.427 -2.528 -1.406  -0.32
7 H -0.520 -0.892 -3.946  0.21
8 C 0.393 -3.717 1.502  -0.01
9 N 5.503 1.684 -1.355  -0.44
10 H -1.821 -3.216 -4.552  0.23
11 N 0.835 1.468 1.958  -0.46
12 C -0.931 -1.628 -3.283  -0.04
13 H 0.171 0.159 3.383  0.21
14 H 4.583 0.358 -0.100  0.18
15 H 2.319 -3.837 2.577  0.23
16 C 3.094 4.396 2.262  -0.13
17 C 1.634 -3.307 1.946  -0.36
18 H 5.283 5.013 -1.076  0.22
19 C 2.362 3.189 2.632  -0.11
20 C 5.683 2.969 -1.625  0.08
21 C -1.594 -2.815 -3.586  -0.36
22 N -2.286 -1.531 0.733  -0.32
23 H 2.601 -1.345 1.483  0.21
24 H -2.104 -3.736 0.338  -0.04
25 H -4.478 0.006 2.571  0.23
26 C -3.670 -0.309 1.943  -0.36
27 H 2.932 5.242 2.921  0.22
28 H -3.889 -2.509 1.685  0.22
29 C 4.740 1.408 -0.311  0.27
30 H -0.144 -4.624 1.688  0.22
31 H 6.306 3.193 -2.482  0.20
32 H 4.268 5.563 1.004  0.21
33 C -1.891 -3.355 -2.352  -0.01
34 C 1.792 -2.043 1.383  -0.04
35 C 2.319 2.711 3.941  -0.15
36 C 4.364 3.568 0.258  0.19
37 H 2.907 3.191 4.712  0.22
38 C -3.383 -1.584 1.499  -0.01
39 N -0.841 -1.474 -1.970  -0.34
40 N 0.728 -1.728 0.658  -0.35
41 C 1.530 1.609 4.232  -0.26
42 C 5.126 3.969 -0.849  -0.29
43 C 1.583 2.522 1.686  0.09
44 Tl 0.237 0.394 -0.584  0.71
45 H -2.395 -4.262 -2.089  0.22
46 N -0.124 -2.751 0.732  -0.31
47 N -1.844 -0.275 0.661  -0.34
48 C 3.873 4.573 1.188  -0.22
49 C 0.809 1.015 3.204  0.05
50 B -1.533 -2.721 0.108  0.55

Its spin multiplicity is 1. As for the relative energy (zero: lowest compared OMol25 entry of this formula, charge and spin): 0.00 kcal/mol. The calculation puts the LUMO energy at -0.38 eV. The calculation puts the max |F| at 0.8 eV/A.

---

4.
Computed, not measured: 2 unconnected molecules or ions with the total composition C3H8NS in a non-equilibrium geometry, with ωB97M-V with the def2-TZVPD basis set.

Last column: natural (NBO) charge in e.
Atoms and positions in Å:
1 H 3.268 -2.542 -0.371  0.19
2 H -2.996 2.327 -0.320  0.21
3 H -2.920 1.415 1.163  0.17
4 N -1.679 0.916 -0.502  -0.55
5 H 0.256 0.199 -1.149  0.21
6 S 1.008 -2.468 -1.026  -0.73
7 H 2.519 -1.834 1.002  0.16
8 H 2.853 -0.892 -0.359  0.16
9 H -1.655 2.649 0.948  0.19
10 C -2.285 1.918 0.424  -0.44
11 C -0.524 0.294 -0.376  0.03
12 H -0.343 -0.147 0.602  0.13
13 C 2.498 -1.833 -0.037  -0.73

Its total charge is -1. Its spin multiplicity is 1. As for the relative energy (zero: lowest compared OMol25 entry of this formula, charge and spin): 70.88 kcal/mol. The calculation puts the LUMO energy at 3.65 eV. The calculation puts the max |F| at 4.2 eV/A.

---

5.
Computed, not measured: a molecular structure, C8H12O2S2 in a non-equilibrium geometry, with ωB97M-V with the def2-TZVPD basis set.

Last column: natural (NBO) charge in e.
Atoms and positions in Å:
1 C -3.215 -0.650 0.019  -0.36
2 O -0.095 0.621 3.273  -0.96
3 C -0.926 -0.721 1.240  -0.57
4 H -1.233 -1.283 2.013  0.23
5 O -0.171 2.285 -1.747  -0.91
6 H -1.311 -2.045 -1.719  0.24
7 H -3.681 -0.627 -0.941  0.20
8 C 2.328 1.796 -0.685  -0.63
9 H -1.548 -0.391 -2.036  0.23
10 S -0.801 1.022 2.059  1.28
11 H 1.869 1.290 -1.569  0.24
12 H 0.158 -1.008 0.936  0.24
13 C -1.212 -1.079 -1.216  -0.68
14 H -3.831 -0.453 0.870  0.20
15 S -0.803 2.158 -0.437  1.17
16 H 2.065 0.421 2.431  0.23
17 H 2.020 2.816 -0.695  0.23
18 H -0.181 -1.003 -1.293  0.22
19 C -1.874 -0.808 0.056  -0.03
20 H 3.324 1.540 -0.665  0.21
21 C 2.464 0.813 1.520  -0.33
22 H 3.540 0.696 1.372  0.20
23 C 1.722 1.361 0.581  -0.09
24 C 0.277 1.578 0.724  -0.54

Its spin multiplicity is 1. As for the relative energy (zero: lowest compared OMol25 entry of this formula, charge and spin): 32.16 kcal/mol. The calculation puts the LUMO energy (alpha / beta) at -1.01 / -1.01 eV. The calculation puts the max |F| at 3.9 eV/A.

---

6.
Computed, not measured: a single C2H3NP2 molecule in a non-equilibrium geometry, with ωB97M-V with the def2-TZVPD basis set.

Last column: natural (NBO) charge in e.
Atoms and positions in Å:
1 H 0.993 -0.206 -1.170  0.13
2 P -0.816 2.501 -0.386  0.17
3 H 1.321 -2.155 -0.470  0.35
4 C 0.434 -0.640 -0.231  0.12
5 P -2.134 1.115 0.217  0.35
6 H 0.007 0.660 1.475  0.24
7 C -0.372 0.541 0.393  -0.77
8 N 0.566 -1.817 0.172  -0.59

Its spin multiplicity is 1. As for the relative energy (zero: lowest compared OMol25 entry of this formula, charge and spin): 38.72 kcal/mol. The calculation puts the LUMO energy at -1.02 eV. The calculation puts the max |F| at 4.7 eV/A.

---

- Among the records above, which one has the lowest max |F|?
  C20H19BN9Tl

---

- What is the formula in the fifth record?
  C8H12O2S2